# 1
2 unconnected molecules or ions with the total composition C6H13NO in a non-equilibrium geometry, computed with ωB97M-V with the def2-TZVPD basis set.

Summary:
Structure (SMILES)   C=CCN.CCC=O
E_LUMO   1.040 eV
Electronic energy   -9968.8866 eV
Relative energy (zero: lowest compared OMol25 entry of this formula, charge and spin)   220.74 kJ/mol

Each atom is followed by the atoms it is bonded to, with distances in Å.
Element x y z (Å)
1 O 0.187 -1.072 2.091  C6 1.241
2 N -1.745 0.642 -0.170  C7 1.488, H10 1.003, H11 0.999
3 C 1.481 2.323 0.333  C4 1.362, H9 1.089, H17 1.094
4 C 0.307 1.753 0.722  C3 1.362, C7 1.516, H14 1.087
5 C 0.368 -2.557 -1.239  C8 1.536, H13 1.083, H15 1.069, H19 1.084
6 C -0.065 -1.545 0.972  O1 1.241, C8 1.521, H16 1.114
7 C -0.991 1.919 -0.044  N2 1.488, C4 1.516, H12 1.118, H20 1.149
8 C 0.845 -1.487 -0.245  C5 1.536, C6 1.521, H18 1.081, H21 1.099
9 H 1.576 2.872 -0.602  C3 1.089
10 H -1.902 0.254 0.741  N2 1.003
11 H -2.643 0.860 -0.549  N2 0.999
12 H -0.701 2.272 -1.065  C7 1.118
13 H 0.928 -2.419 -2.156  C5 1.083
14 H 0.269 1.162 1.633  C4 1.087
15 H 0.481 -3.536 -0.825  C5 1.069
16 H -1.049 -2.053 0.854  C6 1.114
17 H 2.377 2.337 0.961  C3 1.094
18 H 0.743 -0.460 -0.567  C8 1.081
19 H -0.682 -2.355 -1.414  C5 1.084
20 H -1.655 2.719 0.444  C7 1.149
21 H 1.870 -1.627 0.125  C8 1.099

Atom charges from the natural (NBO) analysis, given in e for atoms 1 to 5:
1. O -0.565
2. N -0.841
3. C -0.397
4. C -0.197
5. C -0.607

# 2
2 unconnected molecules or ions with the total composition C6H13NO in a non-equilibrium geometry, computed with ωB97M-V with the def2-TZVPD basis set.

Summary:
Structure (SMILES)   C=C(C)C(=C)N.CO
E_LUMO   0.662 eV
Electronic energy   -9966.2700 eV
Relative energy (zero: lowest compared OMol25 entry of this formula, charge and spin)   473.20 kJ/mol

Each atom is followed by the atoms it is bonded to, with distances in Å.
Element x y z (Å)
1 O 1.311 1.773 -0.908  C6 1.352, H14 1.139
2 N -0.590 1.302 1.373  C4 1.390, H9 1.008, H11 1.006
3 C -0.055 -1.662 1.155  C7 1.501, H12 1.088, H16 1.092, H18 1.090
4 C -0.880 0.702 0.153  N2 1.390, C5 1.345, C7 1.757
5 C -2.104 0.801 -0.393  C4 1.345, H15 1.082, H21 1.076
6 C 2.150 0.742 -0.657  O1 1.352, H10 1.093, H13 1.098, H19 1.200
7 C -0.106 -0.853 -0.109  C3 1.501, C4 1.757, C8 1.334
8 C -0.199 -1.395 -1.323  C7 1.334, H17 1.080, H20 1.082
9 H -1.322 1.844 1.805  N2 1.008
10 H 3.012 1.040 -0.054  C6 1.093
11 H 0.352 1.369 1.722  N2 1.006
12 H -1.057 -1.882 1.518  C3 1.088
13 H 2.434 0.151 -1.537  C6 1.098
14 H 0.269 1.399 -0.641  O1 1.139
15 H -2.823 1.527 -0.036  C5 1.082
16 H 0.475 -2.605 1.006  C3 1.092
17 H -0.250 -0.789 -2.215  C8 1.080
18 H 0.480 -1.111 1.929  C3 1.090
19 H 1.474 -0.074 -0.095  C6 1.200
20 H -0.158 -2.466 -1.469  C8 1.082
21 H -2.413 0.189 -1.222  C5 1.076

Atom charges from the natural (NBO) analysis, given in e for atoms 1 to 5:
1. O -0.733
2. N -0.833
3. C -0.660
4. C 0.021
5. C -0.415

# 3
C6H13NO in the gas phase in a non-equilibrium geometry, computed with ωB97M-V with the def2-TZVPD basis set.

Summary:
Structure (SMILES)   CCC[C@H](C=O)NC
E_LUMO   0.887 eV
Electronic energy   -9969.1031 eV
Relative energy (zero: lowest compared OMol25 entry of this formula, charge and spin)   199.84 kJ/mol

Each atom is followed by the atoms it is bonded to, with distances in Å.
Element x y z (Å)
1 O 0.785 0.957 2.929  C8 1.208
2 N 1.264 -1.097 0.175  C4 1.462, C6 1.442, H15 1.023
3 C -2.017 0.600 -0.985  C5 1.494, H12 1.104, H19 1.101, H20 1.091
4 C 0.682 -2.427 0.351  N2 1.462, H11 1.109, H14 1.083, H18 1.096
5 C -0.690 1.186 -1.342  C3 1.494, C7 1.569, H9 1.096, H16 1.087
6 C 0.544 0.024 0.725  N2 1.442, C7 1.544, C8 1.505, H21 1.095
7 C 0.425 1.225 -0.239  C5 1.569, C6 1.544, H10 1.088, H17 1.097
8 C 1.299 0.577 1.904  O1 1.208, C6 1.505, H13 1.109
9 H -0.813 2.268 -1.462  C5 1.096
10 H 0.263 2.152 0.308  C7 1.088
11 H -0.424 -2.396 0.285  C4 1.109
12 H -2.291 0.578 0.084  C3 1.104
13 H 2.400 0.687 1.842  C8 1.109
14 H 1.040 -3.172 -0.349  C4 1.083
15 H 1.347 -1.041 -0.843  N2 1.023
16 H -0.308 0.773 -2.272  C5 1.087
17 H 1.357 1.375 -0.799  C7 1.097
18 H 0.760 -2.813 1.374  C4 1.096
19 H -2.927 1.148 -1.272  C3 1.101
20 H -2.184 -0.417 -1.341  C3 1.091
21 H -0.511 -0.187 0.926  C6 1.095

Atom charges from the natural (NBO) analysis, given in e for atoms 1 to 5:
1. O -0.529
2. N -0.619
3. C -0.642
4. C -0.412
5. C -0.409

# 4
2 unconnected molecules or ions with the total composition C6H13NO in a non-equilibrium geometry, computed with ωB97M-V with the def2-TZVPD basis set.

Summary:
Structure (SMILES)   C/C=C/N.C=C(C)O
E_LUMO   0.803 eV
Electronic energy   -9968.6075 eV
Relative energy (zero: lowest compared OMol25 entry of this formula, charge and spin)   247.67 kJ/mol

Each atom is followed by the atoms it is bonded to, with distances in Å.
Element x y z (Å)
1 O -3.567 -0.008 1.752  C6 1.423, H10 0.962
2 N 1.806 0.123 1.492  C5 1.425, H16 1.062, H18 0.994
3 C -1.951 0.186 -0.239  C6 1.520, H9 1.106, H11 1.106, H13 1.081
4 C 2.325 0.932 -0.806  C5 1.376, C8 1.501, H21 1.093
5 C 2.040 -0.064 0.099  N2 1.425, C4 1.376, H19 1.092
6 C -2.531 -0.564 0.949  O1 1.423, C3 1.520, C7 1.368
7 C -2.088 -1.781 1.388  C6 1.368, H15 1.061, H17 1.137
8 C 2.492 0.650 -2.271  C4 1.501, H12 1.093, H14 1.086, H20 1.086
9 H -0.971 -0.286 -0.443  C3 1.106
10 H -4.211 0.418 1.178  O1 0.962
11 H -2.690 0.185 -1.062  C3 1.106
12 H 2.228 -0.366 -2.578  C8 1.093
13 H -1.602 1.188 -0.029  C3 1.081
14 H 1.908 1.350 -2.860  C8 1.086
15 H -1.321 -2.287 0.857  C7 1.061
16 H 1.781 1.171 1.666  N2 1.062
17 H -2.553 -2.204 2.335  C7 1.137
18 H 1.015 -0.360 1.850  N2 0.994
19 H 2.076 -1.109 -0.213  C5 1.092
20 H 3.493 0.864 -2.633  C8 1.086
21 H 2.321 1.960 -0.433  C4 1.093

Atom charges from the natural (NBO) analysis, given in e for atoms 1 to 5:
1. O -0.706
2. N -0.825
3. C -0.690
4. C -0.285
5. C -0.005